This record from the OMol25 dataset describes C4H10N2 as an isolated structure in a non-equilibrium geometry. The level of theory is wB97M-V/def2-TZVPD.

The calculation puts the relative energy (zero: lowest compared OMol25 entry of this formula, charge and spin) at 4.928 eV. For the max |F|, the calculation gives 4.7 eV/A. As for the HOMO-LUMO gap: 9.240 eV. As for the total energy: -7285.691 eV. The HOMO energy is -8.4 eV.

Last column: natural (NBO) charge in e.
Element x y z (Å)
N 0.82 0.08 -0.14  -0.50
N -1.41 0.59 0.09  -0.50
C -0.51 -0.24 0.00  0.28
C 1.80 -1.06 0.01  -0.43
C -2.78 -0.08 -0.04  -0.44
C 1.36 1.40 0.02  -0.43
H 2.82 -0.64 -0.55  0.22
H 1.30 -1.90 -0.64  0.22
H 2.08 -1.39 1.17  0.20
H 0.38 2.05 0.49  0.26
H 2.48 1.32 0.92  0.20
H 1.71 1.98 -1.21  0.20
H -3.39 0.65 -0.68  0.22
H -0.70 -1.30 0.12  0.14
H -2.68 -1.14 -0.61  0.17
H -3.26 -0.31 1.06  0.20

***

This record from the OMol25 dataset describes C4H12NO3 as an isolated structure in a non-equilibrium geometry. The level of theory is wB97M-V/def2-TZVPD.

The calculation puts the relative energy (zero: lowest compared OMol25 entry of this formula, charge and spin) at 6.773 eV. For the max |F|, the calculation gives 4.3 eV/A. As for the HOMO-LUMO gap: 5.189 eV. As for the total energy: -11969.180 eV. Its charge is -1. The HOMO energy is -4.4 eV.

Last column: natural (NBO) charge in e.
Element x y z (Å)
O -0.17 1.84 -0.18  -0.73
O 1.78 1.62 1.39  -1.26
O -2.09 -1.21 1.97  -0.63
N 0.93 -1.55 -2.71  -1.07
C 0.42 0.94 -1.07  -0.07
C -1.44 -0.34 1.23  0.01
C -0.63 -1.10 0.03  -0.40
C 0.57 -0.41 -0.40  -0.24
H 0.57 1.91 0.59  0.51
H 1.95 -1.57 -2.78  0.34
H -0.45 -2.06 0.53  0.24
H 1.37 -0.30 0.34  0.28
H 1.39 1.21 -1.49  0.16
H 1.86 2.38 1.97  0.42
H -1.33 -1.34 -0.77  0.21
H -0.29 0.79 -1.88  0.16
H -2.16 0.32 0.72  0.18
H 0.95 -0.97 -1.46  0.35
H 0.44 -2.33 -3.12  0.36
H -0.63 0.11 1.83  0.18

***

This record from the OMol25 dataset describes one molecule with the formula C7H5NO in a non-equilibrium geometry. The level of theory is wB97M-V/def2-TZVPD.

The calculation puts the relative energy (zero: lowest compared OMol25 entry of this formula, charge and spin) at 8.235 eV. For the max |F|, the calculation gives 3.1 eV/A. As for the HOMO-LUMO gap (spin up / spin down): 6.615 / 6.808 eV. As for the total energy: -10868.765 eV. The HOMO energy (spin up / spin down) is -7.9 / -8.2 eV.

Last column: natural (NBO) charge in e.
Element x y z (Å)
O -0.62 -1.54 -0.08  -0.48
N -3.75 0.21 -0.31  -0.42
C 0.73 -1.27 -0.10  -0.27
C -2.00 1.86 0.11  -0.32
C -1.50 -0.53 -0.03  0.35
C -2.93 -0.89 0.12  -0.30
C -1.12 0.77 -0.09  -0.31
C -3.26 1.35 -0.15  0.36
C -3.48 -2.06 0.41  0.33
H -1.70 2.83 0.41  0.24
H -0.13 1.02 -0.30  0.22
H 1.07 -1.13 1.02  0.20
H 1.24 -2.26 -0.59  0.21
H 0.99 -0.35 -0.79  0.18

***

Look up the max |F| of the third one.
3.1 eV/A